Record 1
DFT (ωB97M-V with the def2-TZVPD basis set) results for a structure of composition H7O4 at a distorted geometry.

Results
E_LUMO (spin up / spin down) = 0.212 / -4.629 eV
2S+1 = 2
<S²> = 0.77
Kohn-Sham gap (spin up / spin down) = 11.25 / 6.40 eV
Total charge = 0

Structure (XYZ):
```
11
Properties=species:S:1:pos:R:3:forces:R:3:lowdin_spin:R:1
O -0.915732 1.505768 -0.244229 3.1 2.1 1.7 0.684
H -1.722370 1.137139 -0.457220 -3.3 -1.5 -0.7 0.015
O -0.870190 2.220591 2.277350 -2.9 2.2 -4.5 0.316
H -0.315609 1.508111 2.345325 2.5 -3.1 0.9 0.002
H -1.041896 2.090789 1.064535 0.5 0.5 2.5 -0.015
O 0.891166 -0.631639 0.185375 1.5 3.8 1.5 0.000
H 0.382899 0.229783 -0.091447 1.2 -2.3 0.7 -0.002
H 1.651651 -0.202290 0.793300 -2.5 -1.7 -2.2 0.000
O 0.715388 -2.914421 -2.321122 -0.4 2.6 3.8 0.000
H 0.100227 -2.100112 -2.197607 1.4 -2.0 -0.7 0.000
H 1.124466 -2.843719 -1.354260 -1.0 -0.5 -3.0 0.000
```
Forces are in eV/Å.

---

Record 2
DFT (ωB97M-V with the def2-TZVPD basis set) results for a structure of composition C21H26N5O3S5Y at a distorted geometry.

Results
E_LUMO = -1.088 eV
Kohn-Sham gap = 3.75 eV
Total charge = 0

Structure (XYZ):
```
61
Properties=species:S:1:pos:R:3:forces:R:3:lowdin_charge:R:1
Y -0.652927 0.960471 -1.365555 1.0 -0.2 0.9 1.145
C 5.225560 1.959943 -0.554340 -0.4 -0.1 -0.7 -0.205
C 3.849864 2.075172 -0.299541 0.0 0.6 0.5 -0.275
C 3.344590 3.204644 -0.997744 1.1 -1.1 0.3 -0.198
C 4.429938 3.739468 -1.721527 -1.4 0.8 -0.7 -0.214
C 5.558044 2.981376 -1.474779 0.6 -0.5 0.3 -0.207
H 5.804748 1.114512 -0.223156 0.5 0.1 0.2 0.055
H 3.377748 1.547581 0.520624 -0.4 0.0 0.1 0.064
H 2.340295 3.515477 -0.944653 -1.0 0.7 0.0 0.029
H 4.330677 4.588770 -2.413186 0.3 -0.4 0.4 0.071
H 6.518723 3.185729 -1.910418 0.3 -0.1 -0.1 0.059
N -1.257745 -2.526059 5.650987 2.1 1.6 0.8 0.078
C -1.181253 -1.366883 4.842591 -1.8 -0.3 -1.1 -0.300
C -2.285399 -1.208089 3.938273 0.5 -0.5 1.2 -0.024
C -2.430896 -0.029446 3.253028 0.9 -1.1 0.0 -0.068
C -1.274063 0.733185 3.182387 0.1 1.9 -1.0 -0.310
C -0.150967 0.652882 3.988722 -1.2 -0.1 -1.1 -0.048
C -0.183510 -0.391868 4.887513 1.8 -0.8 2.0 -0.042
S -1.338845 1.878398 1.813433 -0.4 0.3 -1.1 0.616
O -0.024783 2.188227 1.260931 -0.1 -0.5 0.6 -0.356
O -2.216794 2.978310 2.100198 0.0 -0.4 0.1 -0.272
N -1.931100 0.942622 0.586262 0.0 0.0 0.0 -0.233
C -3.166576 0.891409 0.013286 -0.4 0.3 1.1 -0.479
N -3.027732 0.789484 -1.322625 -1.0 0.7 -1.6 -0.008
C -4.120180 0.917582 -2.115243 0.3 -0.4 2.4 -0.062
C -5.384755 0.840814 -1.533347 0.7 0.0 -0.6 -0.047
C -5.426637 0.732897 -0.157212 0.8 -1.0 1.6 -0.092
N -4.345757 0.875739 0.661382 -0.5 -0.4 -1.4 0.147
H -2.162266 -2.955570 5.689106 -0.2 0.1 0.2 0.072
H -0.862425 -2.254735 6.570286 -0.6 -1.0 -0.7 0.107
H -2.967309 -2.072109 3.901153 -0.1 0.8 0.0 0.116
H -3.301120 0.247540 2.687450 -0.2 -0.2 -0.3 0.088
H 0.627712 1.395405 3.812079 0.1 -0.5 0.4 0.132
H 0.651195 -0.468859 5.652118 -1.1 -0.1 -1.0 0.136
H -3.935491 1.082910 -3.144303 0.1 -0.2 -1.0 0.103
H -6.258915 0.742143 -2.150607 -0.2 0.2 0.0 0.102
H -6.311180 0.316493 0.360610 0.2 1.0 -0.3 0.125
C 0.469822 -2.127261 -3.641312 -0.2 0.4 0.6 -0.464
C 1.709296 -1.264842 -3.650488 -0.1 0.3 0.9 -0.491
S 1.909121 0.086170 -2.468047 1.1 0.1 0.4 0.855
C 2.902744 -0.765250 -1.188631 0.8 -1.5 -0.9 -0.481
C 2.176174 -1.740520 -0.272516 1.7 -0.4 -0.4 -0.545
S 0.709178 -1.061381 0.408974 -1.9 -0.9 0.6 0.837
C -0.261953 -2.686555 0.291580 0.7 0.5 -0.7 -0.387
C -0.703182 -3.098132 -1.189971 0.3 0.9 1.5 -0.465
S -0.699279 -1.747031 -2.340748 -0.9 0.2 -0.8 0.825
H 0.768219 -3.157560 -3.567127 -0.4 -0.6 -0.2 0.085
H -0.060892 -1.868224 -4.550191 -0.2 -0.7 -0.1 0.078
H 1.600831 -0.797655 -4.575854 0.7 1.1 -1.5 0.052
H 2.610958 -1.845748 -3.631973 0.5 -0.2 0.0 0.082
H 3.325934 -0.082491 -0.495930 0.3 1.5 -0.3 0.008
H 3.808213 -1.251917 -1.704094 -1.4 0.6 0.6 0.129
H 2.872176 -1.908279 0.569465 -0.2 -0.1 -0.3 0.100
H 2.004577 -2.709440 -0.727999 -0.3 -0.1 -0.2 0.074
H -1.112558 -2.590943 0.977848 0.3 -0.2 -0.2 0.068
H 0.510247 -3.406071 0.638227 -1.0 0.3 0.1 0.078
H -1.732437 -3.396084 -1.240924 -0.4 -0.5 0.6 0.056
H -0.106266 -3.906950 -1.565807 0.4 -0.3 -0.2 0.073
O -1.210534 1.447124 -3.742078 0.2 0.5 0.8 -0.686
S -0.973059 2.918569 -3.371784 0.8 0.2 1.0 0.775
N -0.377800 3.154905 -2.004802 -1.0 -0.3 -1.9 -0.461
```
Forces are in eV/Å.

---

Looking at energy above the lowest of the compared OMol25 structures with the same formula, charge and spin for the records above, in order, we have 34.3, 81.2 kcal/mol.